# 1
Molecular formula: C20H24N2O2S
Method: DFT, ωB97M-V/def2-TZVPD

Structure (ORCA input):
```
! RIJCOSX wB97M-V def2-TZVPD def2/J DEFGRID3
* xyz 0 1
C 2.74316 2.05862 -1.36120
S 1.66387 2.06093 0.10057
C 0.05393 2.40970 -0.68704
C -0.55980 1.17517 -1.32745
C -0.90195 0.09882 -0.27003
N -2.31255 -0.18099 -0.21499
C -3.19500 0.66318 0.35950
O -2.86076 1.75639 0.78452
C -4.60461 0.17844 0.40989
C -4.93751 -1.17094 0.48149
C -6.26574 -1.55270 0.54621
C -7.26940 -0.59794 0.53727
C -6.94353 0.74711 0.47860
C -5.61768 1.13275 0.42211
C -0.18628 -1.22111 -0.57399
O -0.79918 -2.22345 -0.89072
N 1.14728 -1.13508 -0.48723
C 2.03281 -2.25190 -0.71388
C 2.94297 -2.49207 0.49786
C 3.83346 -1.30336 0.73007
C 3.51713 -0.35135 1.69047
C 4.31502 0.76579 1.86775
C 5.44007 0.94556 1.08222
C 5.76521 0.00156 0.12153
C 4.96587 -1.11357 -0.05337
H 3.73573 1.79209 -1.01266
H 2.75430 3.05191 -1.80091
H 2.39441 1.32537 -2.08257
H -0.59696 2.77065 0.10901
H 0.21372 3.20438 -1.41514
H -1.48276 1.47225 -1.82924
H 0.11058 0.76300 -2.08556
H -0.57811 0.46519 0.71386
H -2.57380 -1.08959 -0.57647
H -4.16702 -1.92773 0.51327
H -6.51922 -2.60103 0.60651
H -8.30452 -0.90297 0.58443
H -7.72364 1.49402 0.48084
H -5.34126 2.17599 0.38749
H 1.56214 -0.27274 -0.14549
H 2.64863 -2.05388 -1.59945
H 1.40499 -3.12483 -0.90648
H 2.32388 -2.67687 1.37679
H 3.54528 -3.38105 0.30378
H 2.64081 -0.48456 2.30821
H 4.05271 1.49817 2.61559
H 6.06353 1.81686 1.21837
H 6.64426 0.13507 -0.49252
H 5.22552 -1.84924 -0.80180
*
```

## Properties
Energy above the lowest of the compared OMol25 structures with the same formula, charge and spin   9.98 kJ/mol
LUMO   0.7 eV
SMILES   CSCC[C@@H](NC(=O)c1ccccc1)C(=O)NCCc1ccccc1

Computed natural (NBO) charges, given in elementary charges: C -0.743; S 0.174; C -0.520; C -0.416; C -0.146; N -0.614; C 0.654; O -0.644; C -0.079; C -0.203; C -0.216; C -0.197; C -0.216; C -0.180; C 0.693; O -0.649; N -0.656; C -0.211; C -0.428; C -0.038; C -0.224; C -0.193; C -0.231; C -0.226; C -0.174; H 0.241; H 0.219; H 0.211; H 0.256; H 0.219; H 0.231; H 0.208; H 0.227; H 0.430; H 0.214; H 0.215; H 0.214; H 0.215; H 0.232; H 0.423; H 0.188; H 0.236; H 0.217; H 0.220; H 0.217; H 0.219; H 0.217; H 0.214; H 0.203


# 2
Molecular formula: C20H24N2O2S
Method: DFT, ωB97M-V/def2-TZVPD

Structure (ORCA input):
```
! RIJCOSX wB97M-V def2-TZVPD def2/J DEFGRID3
* xyz 0 1
O -0.76792 -2.11303 -0.43182
C -1.05590 -0.93090 -0.38466
N -0.15639 0.08993 -0.28806
C 1.23783 0.02941 -0.22263
C 1.95235 -1.16273 -0.22299
C 3.33225 -1.14971 -0.16229
C 4.04840 0.04650 -0.09119
N 5.43530 0.09167 0.03934
C 6.17081 -1.12523 0.31104
C 7.52142 -0.74626 0.92917
O 8.26296 0.10870 0.09201
C 7.53706 1.28530 -0.17624
C 6.19567 0.96327 -0.83646
C 3.31710 1.23902 -0.08091
C 1.94208 1.23036 -0.15030
C -2.45783 -0.49368 -0.43234
C -3.53810 -1.32721 -0.54898
C -4.77064 -0.64803 -0.57888
C -4.62586 0.70946 -0.48084
S -2.96883 1.16987 -0.34929
C -5.75408 1.67773 -0.47239
C -6.67768 1.49248 0.75342
C -6.55111 0.13873 1.45552
C -6.94311 -1.07997 0.61712
C -6.13226 -1.25487 -0.68177
H -0.53335 1.02826 -0.26425
H 1.42291 -2.09862 -0.28214
H 3.85036 -2.09512 -0.18609
H 5.61829 -1.73216 1.02883
H 6.34575 -1.71081 -0.60643
H 8.13609 -1.63510 1.08059
H 7.34432 -0.25481 1.89836
H 8.16096 1.88665 -0.83962
H 7.35889 1.83610 0.76022
H 5.64658 1.88328 -1.02752
H 6.38895 0.46282 -1.80050
H 3.83020 2.18510 0.00077
H 1.40112 2.16700 -0.13889
H -3.42619 -2.39451 -0.61241
H -5.37153 2.69871 -0.49667
H -6.33449 1.52132 -1.38742
H -6.44045 2.26269 1.49016
H -7.71325 1.64275 0.44420
H -5.52638 0.01422 1.81160
H -7.19626 0.15890 2.33749
H -8.00421 -1.02194 0.36731
H -6.80150 -1.96267 1.24435
H -6.66240 -0.76800 -1.50526
H -6.04794 -2.31488 -0.92228
*
```

## Properties
Energy above the lowest of the compared OMol25 structures with the same formula, charge and spin   155.11 kJ/mol
LUMO   0.5 eV
SMILES   O=C(Nc1ccc(N2CCOCC2)cc1)c1cc2c(s1)CCCCC2

Computed natural (NBO) charges, given in elementary charges: O -0.609; C 0.645; N -0.584; C 0.107; C -0.170; C -0.272; C 0.163; N -0.442; C -0.246; C -0.070; O -0.521; C -0.073; C -0.239; C -0.236; C -0.215; C -0.312; C -0.173; C -0.086; C -0.143; S 0.414; C -0.452; C -0.391; C -0.401; C -0.390; C -0.424; H 0.393; H 0.248; H 0.214; H 0.215; H 0.176; H 0.194; H 0.165; H 0.194; H 0.164; H 0.211; H 0.177; H 0.211; H 0.203; H 0.242; H 0.223; H 0.219; H 0.208; H 0.203; H 0.206; H 0.214; H 0.201; H 0.207; H 0.209; H 0.222